{"formula": "C25H28F4InNO2PS2Si", "method": "the ωB97M-V functional and the def2-TZVPD basis", "total_energy_ev": -86852.816, "e_lumo_ev": 2.71, "max_force_ev_per_a": 0.8, "total_charge": -1, "de_lowest_kcal_mol": 0.0, "elements": ["In", "C", "Si", "C", "C", "N", "C", "C", "C", "C", "C", "C", "F", "H", "H", "H", "H", "H", "H", "H", "H", "H", "H", "H", "H", "H", "S", "C", "C", "C", "C", "C", "C", "S", "H", "H", "H", "H", "F", "C", "F", "F", "C", "O", "O", "C", "P", "C", "C", "C", "C", "C", "C", "C", "H", "H", "H", "H", "H", "H", "H", "H", "H", "H", "H"], "positions_angstrom": [[-0.758129, 0.187950, -0.234652], [-1.455533, 1.933005, 4.161719], [-0.619598, 0.560910, 3.188717], [1.011111, 1.256638, 2.609239], [-0.205492, -0.888768, 4.314889], [-1.540221, 0.062354, 1.818113], [-2.818200, -0.448406, 1.949246], [-3.456578, -0.676011, 3.190823], [-4.745196, -1.176012, 3.299659], [-5.485451, -1.496511, 2.170835], [-4.892073, -1.311739, 0.928705], [-3.614987, -0.815729, 0.853079], [-3.081407, -0.685753, -0.389922], [-0.857237, 2.208973, 5.038425], [-2.459733, 1.668694, 4.504294], [-1.545742, 2.816646, 3.520032], [1.590085, 1.642319, 3.454851], [0.849549, 2.073940, 1.897550], [1.603307, 0.474266, 2.120130], [0.582011, -0.618884, 5.029279], [0.159075, -1.718239, 3.698921], [-1.065794, -1.252421, 4.884986], [-2.908806, -0.450441, 4.097481], [-5.171879, -1.320236, 4.286230], [-6.492659, -1.884328, 2.248018], [-5.407083, -1.549532, 0.005849], [-0.759343, 0.086837, -2.718808], [-0.016930, -1.497979, -2.965672], [0.305421, -1.827926, -4.290051], [0.879853, -3.040620, -4.630152], [1.147536, -3.970945, -3.631674], [0.842830, -3.660371, -2.318097], [0.266050, -2.434429, -1.950435], [-0.060564, -2.200699, -0.232498], [0.088648, -1.096149, -5.061859], [1.113593, -3.256018, -5.667472], [1.592767, -4.930124, -3.873957], [1.049203, -4.377602, -1.530594], [-2.200878, 4.882115, -1.668867], [-2.473970, 4.359414, -0.454574], [-2.263964, 5.326692, 0.453502], [-3.775657, 4.055079, -0.427254], [-1.550846, 3.137363, -0.190153], [-0.388128, 3.406501, 0.115220], [-2.120280, 2.015233, -0.347752], [3.110693, 2.148005, 0.240607], [1.819969, 1.342105, -0.789612], [1.739643, 2.547320, -2.155663], [2.784694, -0.042735, -1.496186], [2.995467, -0.210628, -2.862413], [3.675836, -1.322869, -3.342863], [4.151164, -2.282419, -2.461397], [3.940548, -2.130921, -1.096151], [3.252916, -1.025235, -0.621446], [3.982081, 2.370653, -0.376645], [3.404192, 1.502331, 1.067034], [2.700189, 3.073566, 0.650074], [2.725909, 2.681705, -2.601514], [1.389058, 3.487926, -1.728581], [1.021852, 2.216748, -2.903946], [2.600283, 0.514042, -3.564962], [3.811633, -1.452039, -4.410317], [4.665688, -3.159013, -2.838733], [4.279814, -2.893522, -0.404952], [3.059689, -0.934074, 0.442320]], "forces_ev_per_a": [[-0.17, 0.10, 0.18], [-0.09, 0.07, 0.07], [0.01, 0.01, 0.10], [0.02, -0.04, -0.20], [-0.02, -0.07, 0.14], [-0.08, -0.05, -0.40], [0.08, -0.03, 0.24], [0.10, 0.07, -0.04], [-0.01, -0.02, -0.03], [0.04, 0.03, 0.03], [-0.08, -0.03, 0.02], [0.00, -0.01, 0.18], [0.07, 0.12, -0.27], [-0.05, -0.02, -0.08], [0.10, 0.06, -0.02], [0.01, -0.06, 0.06], [-0.07, -0.05, -0.03], [0.04, -0.07, 0.10], [-0.01, 0.09, 0.05], [-0.08, -0.02, -0.08], [-0.01, 0.05, 0.07], [0.12, 0.00, -0.04], [-0.11, -0.03, -0.06], [0.03, 0.01, -0.02], [0.02, 0.01, 0.00], [0.04, 0.01, 0.02], [-0.12, -0.08, 0.05], [0.04, -0.05, -0.11], [-0.05, -0.01, 0.06], [-0.04, 0.02, 0.03], [-0.04, 0.04, -0.01], [-0.01, 0.08, 0.00], [0.09, -0.13, -0.04], [0.08, 0.11, -0.02], [0.01, -0.04, 0.03], [-0.01, 0.00, 0.04], [-0.02, 0.04, 0.02], [0.01, 0.04, -0.04], [-0.06, 0.04, 0.02], [0.09, -0.18, 0.10], [-0.08, 0.07, -0.04], [0.02, 0.11, -0.03], [-0.09, -0.27, 0.05], [-0.23, -0.23, -0.08], [0.73, 0.34, -0.12], [-0.14, 0.03, 0.08], [0.08, -0.17, -0.15], [-0.14, 0.06, 0.12], [-0.04, -0.05, 0.01], [-0.01, 0.03, 0.01], [0.03, 0.00, 0.05], [0.00, 0.04, 0.01], [-0.04, 0.02, -0.04], [0.04, 0.04, 0.01], [0.00, 0.00, 0.00], [0.00, 0.03, -0.04], [0.02, -0.05, 0.00], [0.01, 0.02, -0.01], [0.01, -0.02, -0.02], [0.03, -0.02, -0.01], [0.01, -0.04, 0.03], [-0.02, 0.02, 0.05], [-0.03, 0.03, 0.02], [0.00, 0.04, -0.01], [-0.01, -0.03, -0.02]]}

***

{"formula": "C6H10N", "method": "the ωB97M-V functional and the def2-TZVPD basis", "total_energy_ev": -7862.798, "e_lumo_ev": [-6.47, -6.47], "max_force_ev_per_a": 5.4, "total_charge": 1, "de_lowest_kcal_mol": 81.9, "elements": ["C", "C", "C", "C", "C", "C", "N", "H", "H", "H", "H", "H", "H", "H", "H", "H", "H"], "positions_angstrom": [[-3.287070, -0.122495, -1.217617], [-2.197796, 0.090055, -0.505247], [1.174105, -1.093989, -0.024926], [-0.912249, -0.090240, -0.903471], [0.262971, 0.162457, -0.093942], [2.472964, 0.743859, 1.133545], [1.799491, 0.221540, -0.098450], [-4.204134, 0.117608, -0.682642], [-3.407161, -0.613671, -2.211667], [-2.364258, 0.574620, 0.478913], [1.115762, -1.805560, 0.773653], [1.165552, -1.531591, -0.998276], [-0.685700, -0.598614, -1.854840], [-0.064865, 0.560850, 0.838716], [2.068027, 0.399724, 2.100044], [3.512073, 0.724217, 1.064108], [2.334962, 1.888181, 1.260872]], "forces_ev_per_a": [[-2.00, -1.23, -1.13], [-0.59, 1.64, 2.67], [0.70, 1.31, -0.98], [4.94, -0.62, -2.02], [-1.44, 0.45, 1.61], [-3.20, 2.97, 0.83], [-0.64, -1.58, -0.43], [-0.13, 0.07, -0.55], [0.51, 0.59, 0.83], [0.28, -0.40, -0.58], [0.26, 0.24, 0.85], [0.17, -0.53, -0.44], [-0.48, 0.28, 0.21], [-0.10, 0.14, 0.87], [0.30, -0.62, -0.49], [1.68, -1.05, -0.44], [-0.27, -1.66, -0.82]]}

***

{"formula": "C3H3Cl3O2S", "method": "the ωB97M-V functional and the def2-TZVPD basis", "total_energy_ev": -55652.141, "e_lumo_ev": [0.48, -2.19], "s2": 2.015, "max_force_ev_per_a": 3.9, "multiplicity": 3, "elements": ["C", "C", "C", "O", "O", "S", "Cl", "Cl", "Cl", "H", "H", "H"], "positions_angstrom": [[1.625835, -0.295380, -0.667632], [2.171495, -0.036617, 0.462498], [-1.657402, -0.407125, 0.318445], [-1.275144, 1.495362, -2.009360], [-1.301768, 0.977302, 0.438475], [-0.620701, 1.815801, -0.800581], [1.147190, -1.779482, -1.293922], [2.904888, -1.230986, 1.454941], [2.157229, 1.545081, 1.089314], [-0.759956, -0.881042, 0.208720], [-2.338098, -0.585040, -0.456827], [-2.053572, -0.617877, 1.255928]], "forces_ev_per_a": [[-0.93, -1.64, -1.60], [0.69, 0.53, 1.41], [0.09, 2.16, 0.18], [-1.73, -0.91, -3.42], [0.08, 1.31, -0.31], [0.97, 0.51, 3.76], [0.36, 0.44, -0.35], [0.07, -0.20, 0.20], [0.31, 0.60, 0.27], [1.98, -1.90, -0.47], [-0.94, -0.24, -1.19], [-0.93, -0.65, 1.53]]}

***

{"formula": "C7H9N", "method": "the ωB97M-V functional and the def2-TZVPD basis", "total_energy_ev": -8894.862, "e_lumo_ev": 1.03, "smiles": "CNc1ccccc1", "max_force_ev_per_a": 0.7, "de_lowest_kcal_mol": 6.8, "elements": ["C", "N", "C", "C", "C", "C", "C", "C", "H", "H", "H", "H", "H", "H", "H", "H", "H"], "positions_angstrom": [[-0.622306, -1.797958, -1.924384], [-0.965901, -1.227454, -0.646496], [-0.306735, -0.223035, 0.023199], [0.769872, 0.482962, -0.533183], [1.379501, 1.502633, 0.179516], [1.029321, 1.794139, 1.486859], [-0.026161, 1.074396, 2.038406], [-0.703296, 0.105980, 1.326537], [-1.402463, -1.604950, -2.675650], [-0.555612, -2.881654, -1.853026], [0.310511, -1.381696, -2.285378], [-1.721090, -1.667100, -0.151427], [1.075028, 0.302095, -1.555125], [2.209094, 2.015981, -0.294532], [1.480251, 2.580589, 2.074161], [-0.397864, 1.330792, 3.024521], [-1.552150, -0.405728, 1.766005]], "forces_ev_per_a": [[-0.58, 0.13, -0.14], [-0.19, -0.06, 0.09], [0.31, -0.11, -0.13], [-0.48, 0.12, -0.06], [0.68, -0.13, 0.07], [-0.50, -0.15, 0.05], [-0.38, 0.29, 0.13], [0.11, -0.04, -0.13], [0.20, 0.17, 0.05], [0.31, -0.12, 0.05], [0.08, -0.17, -0.04], [0.05, 0.02, 0.03], [0.06, -0.02, 0.08], [-0.10, 0.13, 0.03], [0.22, 0.02, -0.17], [0.16, -0.08, 0.05], [0.03, -0.02, 0.04]]}

***

{"formula": "CH3BrO3S", "method": "the ωB97M-V functional and the def2-TZVPD basis", "total_energy_ev": -88104.035, "e_lumo_ev": -1.86, "max_force_ev_per_a": 2.6, "de_lowest_kcal_mol": 16.9, "elements": ["C", "O", "O", "O", "S", "Br", "H", "H", "H"], "positions_angstrom": [[1.852460, 0.236772, 1.170244], [-2.375048, 1.677406, -0.094624], [-2.281455, -0.647820, -0.756761], [0.797798, 0.854631, 1.272651], [-1.863885, 0.378923, 0.202301], [0.349995, -1.129647, -2.205756], [-1.069525, -1.011654, -1.620950], [1.904258, -0.817541, 1.551539], [2.685402, 0.458931, 0.481355]], "forces_ev_per_a": [[-2.28, -1.10, -0.74], [0.24, 0.08, 0.35], [0.09, 0.65, 1.14], [2.26, -0.45, -0.01], [-1.04, -0.37, -0.96], [-1.03, 0.04, 0.36], [1.69, -0.39, -0.86], [0.15, 0.69, 0.39], [-0.08, 0.84, 0.32]]}

***

{"formula": "C28H27N5O2Pd", "method": "the ωB97M-V functional and the def2-TZVPD basis", "total_energy_ev": -44502.494, "e_lumo_ev": -0.11, "max_force_ev_per_a": 0.6, "de_lowest_kcal_mol": 10.9, "elements": ["Pd", "C", "C", "C", "C", "C", "C", "C", "C", "N", "C", "O", "C", "C", "C", "C", "C", "N", "C", "O", "N", "C", "C", "C", "C", "C", "C", "C", "C", "H", "H", "H", "H", "H", "H", "H", "H", "H", "H", "H", "H", "H", "H", "H", "H", "H", "H", "H", "H", "H", "N", "C", "C", "C", "C", "C", "N", "H", "H", "H", "H", "H", "H"], "positions_angstrom": [[-0.308939, -0.613126, 0.253832], [-2.275117, -0.670241, -3.431346], [-0.853087, -0.993921, -3.800645], [-0.442387, -0.794229, -5.113411], [0.860227, -1.044981, -5.504197], [1.775594, -1.472651, -4.557118], [1.403809, -1.672974, -3.234410], [2.450416, -2.076006, -2.230684], [0.070250, -1.466934, -2.853734], [-0.385446, -1.726932, -1.526136], [-1.313228, -2.719458, -1.443486], [-1.509766, -3.637258, -2.225311], [-2.228744, -2.593219, -0.245077], [-3.281268, -3.439415, 0.054417], [-4.051379, -3.156045, 1.175383], [-3.744845, -2.069448, 1.990350], [-2.672322, -1.276130, 1.639311], [-1.995780, -1.538333, 0.523115], [-2.117818, -0.123855, 2.448838], [-2.718306, 0.302500, 3.424363], [-0.949354, 0.316120, 1.938322], [-0.342008, 1.475308, 2.488393], [-0.743536, 2.734118, 2.032346], [-1.929808, 2.861285, 1.117545], [-0.050205, 3.856109, 2.469631], [1.010709, 3.731780, 3.354888], [1.365961, 2.481495, 3.835577], [0.688004, 1.340260, 3.420823], [1.015555, -0.010464, 3.990253], [-2.687646, 0.058117, -4.128943], [-2.337997, -0.252240, -2.424438], [-2.903884, -1.562751, -3.460996], [-1.164386, -0.432750, -5.836518], [1.161505, -0.901659, -6.533812], [2.804434, -1.659465, -4.842402], [3.388477, -2.311681, -2.730997], [2.140661, -2.929808, -1.627290], [2.618972, -1.227725, -1.573131], [-3.464288, -4.289278, -0.587240], [-4.886899, -3.795802, 1.428183], [-4.297961, -1.834729, 2.888675], [-1.809349, 2.295119, 0.189561], [-2.115224, 3.904331, 0.863516], [-2.823770, 2.462337, 1.600936], [-0.355470, 4.837157, 2.123957], [1.544987, 4.612470, 3.688288], [2.174085, 2.385599, 4.551416], [1.960738, 0.010034, 4.532180], [1.072411, -0.769378, 3.210444], [0.229463, -0.324645, 4.680807], [0.753173, 2.213414, -0.754461], [1.758977, 1.567860, -0.101181], [3.004105, 2.180729, 0.111165], [4.012423, 1.457423, 0.692004], [3.790759, 0.128336, 1.061238], [2.546807, -0.399097, 0.836840], [1.544298, 0.300991, 0.275638], [0.790530, 3.218913, -0.765414], [-0.172302, 1.825749, -0.639868], [3.145760, 3.208404, -0.193365], [4.978048, 1.916316, 0.859519], [4.563213, -0.474793, 1.513651], [2.308167, -1.420851, 1.100208]], "forces_ev_per_a": [[-0.26, 0.28, -0.48], [0.04, -0.05, 0.07], [0.03, 0.12, 0.05], [0.00, 0.02, -0.01], [0.02, -0.03, 0.05], [0.02, 0.07, -0.05], [-0.05, -0.15, 0.14], [-0.24, 0.05, -0.13], [0.23, 0.02, -0.09], [-0.18, -0.07, 0.27], [0.15, -0.01, -0.03], [-0.08, 0.10, -0.14], [-0.08, 0.02, -0.03], [0.00, 0.02, 0.00], [0.00, 0.01, 0.01], [-0.03, 0.00, -0.04], [0.00, -0.04, 0.04], [0.23, -0.26, 0.24], [0.00, 0.10, -0.11], [-0.02, 0.00, 0.02], [0.01, -0.02, 0.11], [0.01, -0.03, 0.01], [-0.03, -0.02, 0.01], [-0.05, -0.01, 0.04], [0.01, 0.00, 0.03], [0.00, 0.01, 0.00], [0.00, -0.01, 0.00], [0.05, 0.00, -0.02], [0.01, 0.03, 0.00], [-0.02, -0.03, -0.01], [0.00, -0.02, 0.00], [-0.01, -0.03, 0.03], [0.00, 0.00, 0.00], [0.01, 0.01, 0.00], [0.00, 0.01, -0.01], [0.00, -0.03, 0.02], [-0.04, 0.03, 0.02], [0.17, -0.03, 0.21], [0.00, 0.00, -0.01], [0.01, -0.01, 0.00], [0.00, 0.01, 0.00], [-0.08, 0.01, 0.07], [0.01, 0.01, -0.02], [0.00, 0.03, 0.01], [0.00, 0.01, 0.00], [0.00, 0.00, -0.01], [0.00, 0.00, 0.00], [0.00, 0.01, 0.00], [0.01, -0.03, -0.03], [0.00, -0.01, -0.01], [0.08, 0.00, 0.05], [-0.10, -0.03, -0.15], [0.04, -0.01, 0.01], [-0.01, 0.03, 0.00], [-0.02, -0.02, 0.05], [0.08, 0.05, 0.06], [0.01, -0.03, -0.17], [0.00, -0.01, 0.01], [0.10, -0.04, -0.08], [0.00, 0.00, 0.00], [0.00, 0.01, 0.00], [0.00, 0.00, 0.00], [0.02, 0.00, -0.01]]}